<i>
C5H4N2 as an isolated structure. Source: the Open Molecules 2025 dataset; level of theory: the ωB97M-V functional and the def2-TZVPD basis.

Last column: Mulliken charge in e.
CARTESIAN COORDINATES (ANGSTROEM)
C (-0.70961, -1.35574, -1.67642)  -0.243
C (-0.70318, -0.34649, -0.97693)  0.365
C (-0.74751, 0.96439, -0.47453)  -0.887
C (0.37219, 1.50909, 0.08099)  -0.150
N (1.11373, 0.71161, 0.89090)  0.124
N (0.59337, -0.46651, 1.24412)  -0.625
C (-0.46617, -0.75217, 0.55904)  -0.167
H (-0.83181, -2.31502, -2.06049)  0.443
H (0.69162, 2.54209, -0.00425)  0.404
H (1.78360, 1.08686, 1.54333)  0.266
H (-1.09623, -1.57810, 0.87423)  0.471

## Properties
Kohn-Sham gap (alpha / beta): 7.44 / 7.52 eV
LUMO (alpha / beta): -0.245 / -0.173 eV
HOMO level (alpha / beta): -7.683 / -7.695 eV

<ii>
One molecule with the formula C5H4N2. Source: the Open Molecules 2025 dataset; level of theory: the ωB97M-V functional and the def2-TZVPD basis.

Last column: Mulliken charge in e.
CARTESIAN COORDINATES (ANGSTROEM)
C (2.81493, -0.63902, 0.11725)  0.265
C (1.66305, -0.29814, -0.00143)  -0.666
C (0.28875, 0.07832, -0.12204)  -0.334
C (-0.84617, -0.87958, -0.01725)  -0.029
N (-2.03728, -0.43688, 0.06270)  -0.611
N (-0.92647, 2.25660, -0.45990)  -0.487
C (-0.19009, 1.31089, -0.27036)  0.493
H (3.83699, -0.93554, 0.22098)  0.418
H (-0.56611, -1.93886, -0.01265)  0.420
H (-2.72704, -1.18128, 0.09085)  0.237
H (-1.31057, 2.66349, 0.39184)  0.295

## Properties
Kohn-Sham gap: 9.41 eV
LUMO: 0.766 eV
HOMO level: -8.646 eV
structure (SMILES): [H]/N=C/C(=C=N)C#C

<iii>
One molecule with the formula C5H4N2. Source: the Open Molecules 2025 dataset; level of theory: the ωB97M-V functional and the def2-TZVPD basis.

Last column: Mulliken charge in e.
CARTESIAN COORDINATES (ANGSTROEM)
C (0.78009, 0.22495, 0.04802)  0.323
N (2.10137, 0.53826, 0.13003)  -0.435
N (-0.08086, 1.17549, 0.05310)  -0.609
C (-1.39071, 1.07168, 0.01009)  0.228
C (0.43026, -1.15601, -0.00949)  -0.332
C (-2.58490, 1.03611, -0.03622)  -0.606
C (-0.14985, -2.20613, -0.09192)  0.139
H (2.77337, -0.18749, -0.02806)  0.221
H (2.37883, 1.49273, 0.07428)  0.233
H (-3.64426, 1.15282, 0.01693)  0.444
H (-0.61332, -3.14244, -0.16678)  0.393

## Properties
Kohn-Sham gap: 8.97 eV
LUMO: 0.457 eV
HOMO level: -8.511 eV
structure (SMILES): C#C/N=C(/N)C#C

<iv>
A 2-piece molecular cluster, C5H4N2 overall. Source: the Open Molecules 2025 dataset; level of theory: the ωB97M-V functional and the def2-TZVPD basis.

Last column: Mulliken charge in e.
CARTESIAN COORDINATES (ANGSTROEM)
C (-1.30695, -1.04393, -1.17375)  -0.427
C (-1.73374, -0.44240, -0.14577)  -0.272
C (-0.76020, 0.09807, 0.68874)  0.387
C (-0.04486, 1.30073, 0.37117)  -0.292
C (1.09089, 0.76404, -0.16007)  -0.259
N (1.13976, -0.62296, -0.03351)  -0.562
N (0.20238, -0.84640, 1.01263)  -0.227
H (0.14035, -0.95764, -1.02851)  0.541
H (-0.44399, 2.29669, 0.25435)  0.388
H (1.85110, 1.25576, -0.75510)  0.383
H (-0.13475, -1.80195, 0.96981)  0.338

## Properties
Kohn-Sham gap: 8.18 eV
LUMO: -0.926 eV
HOMO level: -9.107 eV

It turns out <ii> is the most stable, with the second structure 0.308 eV higher.

<i>
A 2-piece molecular cluster, C11H11N overall. Source: the Open Molecules 2025 dataset; level of theory: the ωB97M-V functional and the def2-TZVPD basis.

Last column: Mulliken charge in e.
CARTESIAN COORDINATES (ANGSTROEM)
C (-0.52017, -0.72885, 1.89686)  -0.539
C (0.15063, 0.48711, 1.77896)  -0.405
C (1.48085, 0.49340, 1.34961)  -0.424
C (2.13378, -0.64853, 1.00212)  -0.119
C (1.48972, -1.87004, 1.08303)  -0.322
C (0.17998, -1.88726, 1.47964)  -0.246
C (-2.27464, 0.93026, -2.10759)  -0.188
C (-1.87806, 0.03216, -1.17513)  -0.600
C (-0.56217, 0.05348, -0.71801)  0.188
C (0.32173, 0.84723, -1.38646)  -0.433
C (-0.09327, 1.67910, -2.37533)  -0.442
H (-1.50247, -0.72662, 2.33609)  0.450
H (-0.30355, 1.41709, 2.10375)  0.365
H (2.00093, 1.44308, 1.35316)  0.348
H (3.18911, -0.65526, 0.83279)  0.467
H (2.00308, -2.75397, 0.78677)  0.452
H (-0.34539, -2.86218, 1.53340)  0.327
H (-3.29205, 0.90077, -2.50627)  0.335
H (-2.62059, -0.62606, -0.62047)  0.255
H (-0.05213, -0.43846, 0.13187)  0.461
H (1.39126, 0.79161, -1.12689)  0.273
H (0.50705, 2.37199, -2.91128)  0.417
N (-1.40364, 1.74995, -2.74061)  -0.620

## Properties
Kohn-Sham gap: 10.12 eV
LUMO: 0.873 eV
HOMO level: -9.242 eV
structure (SMILES): c1ccccc1.c1ccncc1

<ii>
A 2-piece molecular cluster, C11H11N overall. Source: the Open Molecules 2025 dataset; level of theory: the ωB97M-V functional and the def2-TZVPD basis.

Last column: Mulliken charge in e.
CARTESIAN COORDINATES (ANGSTROEM)
C (3.28528, -0.60204, 0.55608)  -0.161
C (2.33116, -0.64350, 1.53586)  -0.659
C (1.20419, 0.12671, 1.40531)  -0.064
C (0.91656, 0.87968, 0.34031)  -0.215
C (1.74241, 0.78576, -0.73741)  -0.673
C (2.93236, 0.08262, -0.68136)  -0.559
C (-0.98289, -0.38484, 0.17460)  0.417
C (-2.14401, -0.20339, 0.80175)  -0.329
C (-3.32257, -0.01322, 0.03133)  -0.157
C (-3.26042, 0.12019, -1.43418)  -0.478
C (-1.97409, -0.35956, -1.97175)  -0.305
H (4.39249, -0.92703, 0.60958)  0.295
H (2.28318, -1.25228, 2.39811)  0.385
H (0.69988, 0.25658, 2.43833)  0.312
H (0.03613, 1.52881, 0.29057)  0.465
H (1.64097, 1.37640, -1.48226)  0.638
H (3.93820, 0.38333, -1.13890)  0.230
H (-0.03859, -0.61550, 0.75352)  0.141
H (-2.68109, -0.21878, 1.92121)  0.119
H (-4.33385, -0.04390, 0.46485)  0.354
H (-4.09092, 0.55089, -2.07325)  0.330
H (-1.74764, -0.33383, -3.05958)  0.325
N (-0.82672, -0.49310, -1.14273)  -0.410

## Properties
Kohn-Sham gap: 8.95 eV
LUMO: 0.770 eV
HOMO level: -8.177 eV
structure (SMILES): c1ccccc1.c1ccncc1

It turns out <i> is the most stable, with the second structure 3.836 eV higher.